ORCA calculation (ωB97M-V/def2-TZVPD) on a 7-piece molecular cluster, C18H47NO14S4 overall in a non-equilibrium geometry.

```
84
Properties=species:S:1:pos:R:3:forces:R:3:mulliken_charge:R:1
C 2.2307 0.1751 5.1763 0.17 0.70 -0.19 -1.337
C 1.3202 -0.8781 4.5592 1.19 1.40 1.56 0.251
O 1.9998 -2.0853 4.5159 0.06 -1.55 -0.93 -0.414
H 2.4546 -0.0284 6.2235 -0.31 -0.04 0.17 0.410
H 1.7147 1.1312 5.0886 0.13 0.23 0.30 0.329
H 3.2096 0.2806 4.7086 -0.12 -0.15 -0.44 0.345
H 1.0440 -0.5206 3.5673 -0.25 -0.62 -0.04 -0.031
H 0.5094 -0.9110 5.2869 -0.81 -0.24 -0.57 0.252
H 2.4486 -2.2596 5.3464 -0.08 0.19 0.09 0.260
C -1.8373 0.3575 0.2241 0.82 -0.02 0.65 -0.949
C -0.4486 -0.2823 0.4527 -2.05 0.17 1.07 0.459
O 0.0018 -0.7242 -0.7771 0.93 0.07 -0.15 -0.161
H -1.5920 1.3685 -0.1008 -0.65 0.09 -0.10 0.121
H -2.3964 0.3629 1.1598 0.02 0.34 0.09 0.381
H -2.4827 -0.1316 -0.5055 0.46 -0.21 -0.15 0.144
H -0.4541 -1.0643 1.2121 -0.55 -0.82 -0.14 -0.108
H 0.1710 0.4193 1.0112 0.54 0.76 -0.66 0.239
H 0.8773 -1.0668 -0.5826 0.39 -0.36 -0.75 -0.165
C -1.2642 -3.4445 -2.5180 -0.23 0.76 1.84 -0.032
C -1.3996 -4.2900 -1.2871 0.18 1.91 -4.07 0.368
N -1.5523 -4.9950 -0.4235 -0.23 -1.79 2.67 -0.493
H -0.3560 -2.8637 -2.3565 0.42 -0.38 -0.66 -0.098
H -1.9954 -2.6427 -2.4151 -0.41 -0.14 -0.16 -0.093
H -1.4076 -3.9290 -3.4838 0.36 -0.23 0.41 0.396
O 2.6888 -1.7741 1.3876 0.59 -0.08 -0.42 -0.528
S 2.3413 -2.9429 0.6452 -0.18 -4.01 0.42 1.143
O 2.0099 -2.8427 -0.7747 0.22 0.03 2.02 -0.398
O 3.5673 -4.1591 0.8563 -0.64 3.83 1.90 -0.442
C 3.6063 -5.3247 0.1130 -0.18 0.15 -2.90 -0.257
C 4.0985 -4.8908 -1.2869 0.03 -1.16 -0.31 -0.941
C 1.0761 -3.9018 1.6371 0.61 1.02 -1.52 -1.101
H 2.6248 -5.7947 0.1759 0.17 -0.52 -0.31 0.245
H 4.4337 -5.9686 0.4111 -0.46 -0.02 1.07 0.317
H 3.4672 -4.1828 -1.8239 0.32 0.15 0.38 0.257
H 4.2607 -5.7253 -1.9691 -0.22 -0.35 0.09 0.455
H 5.1137 -4.5613 -1.0660 -0.11 0.66 -0.36 0.158
H 0.9146 -4.8099 1.0563 -0.28 0.14 0.11 0.427
H 0.2144 -3.2354 1.5995 -0.20 -0.35 0.18 0.278
H 1.4223 -4.1143 2.6485 0.24 0.41 -0.24 0.282
O -0.7662 8.6168 1.2226 -1.00 -2.32 1.20 -0.561
S -1.4699 7.5965 2.0026 -2.37 -0.29 0.03 1.077
O -2.9721 7.5445 1.9870 3.94 0.20 0.21 -0.605
O -0.9568 6.0553 1.5710 0.61 2.04 0.79 -0.307
C -1.7932 4.9259 1.8057 -1.57 -1.57 -1.47 -0.293
C -1.0167 3.6151 1.6791 1.43 0.72 0.80 -0.937
C -0.8235 7.6819 3.7530 -0.27 -0.29 -1.19 -0.835
H -2.5390 4.9491 1.0110 -0.32 0.10 0.20 0.277
H -2.3314 4.8252 2.7482 0.24 1.01 0.30 0.364
H -1.4873 2.7315 2.1104 -0.61 0.29 -0.24 0.394
H -0.1807 3.7929 2.3555 0.53 -0.30 -0.06 0.345
H -0.5953 3.3665 0.7050 -0.26 0.27 -0.08 0.134
H -0.9702 6.7202 4.2445 -0.20 0.05 -0.19 0.300
H -1.3528 8.4717 4.2861 0.04 -0.01 -0.26 0.332
H 0.2449 7.8782 3.6630 -0.15 0.12 -0.03 0.320
O 3.7576 -1.4660 -3.0603 0.75 0.56 -0.04 -0.565
S 4.9319 -0.7259 -2.6584 -0.91 -0.46 1.23 1.137
O 6.0638 -0.6368 -3.5606 -1.32 0.59 1.50 -0.599
O 4.4103 0.8153 -2.1896 0.15 -1.29 -0.14 -0.408
C 3.0942 0.8115 -1.5126 -1.05 0.42 0.19 0.353
C 2.4113 2.2146 -1.2949 1.62 -0.20 -0.79 -1.283
C 5.4646 -1.4635 -1.0092 0.76 0.66 -1.14 -0.722
H 3.1523 0.3225 -0.5401 0.46 -0.12 0.05 0.044
H 2.3994 0.2256 -2.1144 0.19 -0.02 -0.09 0.268
H 2.3152 2.7069 -2.2626 -0.35 -0.08 -0.05 0.377
H 2.9920 2.9199 -0.7004 0.29 -0.28 0.19 0.377
H 1.4427 2.1328 -0.8017 0.01 -0.47 -0.24 0.231
H 6.2388 -0.7827 -0.6554 -0.20 0.06 0.25 0.394
H 5.9629 -2.4141 -1.1993 -0.14 0.08 -0.49 0.289
H 4.6892 -1.6639 -0.2698 -0.24 0.58 -0.43 0.119
O -3.6124 -0.2396 -3.4057 -2.37 -0.86 -1.45 -0.472
S -4.7665 -0.6485 -4.2307 -0.28 -2.40 -0.66 1.119
O -4.7385 -1.8640 -5.0887 0.31 2.87 2.23 -0.627
O -6.1834 -0.9539 -3.2999 3.50 -0.69 -3.72 -0.359
C -6.5896 -0.0527 -2.3594 0.00 0.20 2.43 -0.245
C -5.6225 0.0501 -1.1910 0.71 0.01 -0.17 -0.974
C -5.2285 0.7223 -5.3151 -0.29 0.14 0.49 -0.990
H -7.4308 -0.6344 -1.9826 -0.83 1.05 0.06 0.291
H -6.7737 0.9405 -2.7691 -0.61 -0.04 -0.05 0.254
H -6.0914 0.5746 -0.3585 0.19 0.03 0.00 0.427
H -4.6853 0.5054 -1.5111 -0.23 0.56 0.24 0.218
H -5.2761 -0.9372 -0.8854 -0.48 -0.21 0.20 0.320
H -5.4373 1.6245 -4.7402 0.20 -0.10 0.18 0.333
H -6.1256 0.4820 -5.8858 0.18 -0.37 0.11 0.360
H -4.3902 0.9137 -5.9849 0.04 -0.22 0.17 0.363
```
Forces are in eV/Å.

Values from the calculation:
Relative energy (zero: lowest compared OMol25 entry of this formula, charge and spin) ... 261.4 kJ/mol
Gap between HOMO and LUMO ... 0.38973 hartree
Largest force on an atom ... 5.16 eV/A
SMILES ... CCOS(C)(=O)=O.CCOS(C)(=O)=O.CCOS(C)(=O)=O.CCOS(C)(=O)=O.CC#N.CCO.CCO
Total charge ... 0